73
Properties=species:S:1:pos:R:3:forces:R:3:lowdin_charge:R:1 method="wB97M-V/def2-TZVPD" energy_ha=-8216.72216 homo_lumo_gap_ev=7.01 mol_weight_g_mol=1046.6 e_lumo_ha=-0.0415
Ir -0.138 -0.032 -0.928 0.027 -0.122 -0.052 1.468
Br 2.755 -4.130 -0.172 -0.004 0.012 0.012 0.801
C 0.954 -3.815 0.280 0.014 -0.002 -0.005 -0.600
C 0.225 -4.804 0.958 -0.004 -0.001 0.002 -0.158
C -1.088 -4.611 1.288 -0.002 0.000 -0.002 -0.626
Br -2.027 -5.985 2.189 -0.002 -0.001 0.001 0.781
C -1.742 -3.402 0.958 -0.003 0.006 -0.001 -0.179
C -3.096 -3.090 1.221 0.003 -0.008 0.006 -0.007
C -3.607 -1.886 0.831 -0.005 0.007 -0.005 -0.014
C -2.780 -0.949 0.188 0.009 0.006 -0.002 -0.073
N -1.517 -1.211 -0.056 -0.009 -0.001 0.016 -0.044
C -0.981 -2.423 0.298 -0.010 0.000 -0.002 -0.116
C 0.379 -2.611 -0.072 0.004 0.002 -0.003 -0.380
O 1.001 -1.657 -0.722 0.017 0.004 0.025 -0.207
H 0.717 -5.732 1.214 0.001 0.000 -0.001 0.099
H -3.717 -3.817 1.726 0.000 0.001 0.001 0.087
H -4.639 -1.628 1.018 0.000 0.000 -0.001 0.116
H -3.144 0.022 -0.111 -0.001 0.006 0.002 0.117
O 0.014 0.852 0.977 -0.072 0.051 0.007 -0.435
S -0.993 1.944 0.713 -0.026 -0.064 0.088 0.547
O -2.222 1.820 1.436 0.021 0.037 0.016 -0.269
O -1.165 1.862 -0.778 0.026 -0.017 -0.037 -0.405
C -0.257 3.479 1.192 0.048 -0.005 -0.039 -0.266
C -1.139 4.399 1.746 -0.009 0.009 -0.026 -0.052
C -0.675 5.639 2.153 -0.015 -0.006 -0.003 -0.062
C 0.669 5.937 2.017 0.009 -0.001 0.002 -0.056
C 1.546 5.005 1.479 0.007 0.004 0.002 -0.072
C 1.113 3.751 1.052 -0.032 -0.022 0.010 -0.313
P 2.271 2.539 0.268 0.025 -0.026 -0.073 1.129
C 3.747 3.593 0.014 0.007 -0.007 0.008 -0.390
C 3.765 4.368 -1.147 -0.001 0.000 0.002 -0.110
C 4.849 5.179 -1.443 -0.006 0.004 -0.001 -0.083
C 5.943 5.210 -0.588 0.004 -0.002 0.007 -0.088
C 5.945 4.429 0.558 0.005 0.002 -0.002 -0.081
C 4.852 3.626 0.860 -0.013 -0.001 -0.006 -0.083
C 2.753 1.503 1.694 -0.001 0.022 0.010 -0.395
C 3.160 0.204 1.397 0.007 -0.021 0.005 -0.099
C 3.517 -0.672 2.412 -0.008 0.013 -0.010 -0.072
C 3.463 -0.256 3.735 0.002 0.004 0.015 -0.083
C 3.051 1.035 4.040 -0.001 -0.021 0.000 -0.079
C 2.697 1.910 3.024 0.010 0.008 -0.015 -0.089
H -2.180 4.133 1.855 -0.004 0.000 0.006 0.113
H -1.362 6.359 2.576 0.001 -0.001 0.003 0.109
H 1.048 6.899 2.339 0.000 0.000 -0.003 0.110
H 2.593 5.259 1.388 -0.003 -0.002 0.000 0.104
H 2.920 4.328 -1.827 0.000 -0.001 -0.002 0.104
H 4.848 5.774 -2.347 -0.002 0.000 -0.001 0.103
H 6.797 5.833 -0.822 0.000 0.000 0.000 0.102
H 6.801 4.441 1.221 0.000 0.000 0.000 0.103
H 4.866 3.018 1.755 -0.004 -0.003 0.010 0.099
H 3.171 -0.136 0.367 -0.013 -0.001 -0.009 0.100
H 3.820 -1.682 2.167 0.004 -0.002 0.001 0.095
H 3.731 -0.940 4.530 0.000 0.002 0.000 0.102
H 3.001 1.359 5.072 0.000 -0.002 -0.001 0.102
H 2.367 2.913 3.271 0.005 -0.003 -0.001 0.105
O -0.248 -0.634 -2.890 -0.013 -0.010 -0.003 -0.068
C 0.783 0.045 -3.201 0.026 0.072 0.030 -0.561
O 1.303 0.752 -2.298 -0.011 0.081 0.021 -0.088
C 1.341 0.005 -4.571 -0.007 -0.003 0.001 -0.081
C 2.418 0.823 -4.886 -0.002 0.002 -0.005 0.097
C 2.923 0.774 -6.170 0.012 -0.009 0.006 -0.098
C 2.408 -0.058 -7.144 -0.007 0.002 0.002 0.097
C 1.340 -0.857 -6.786 0.006 0.004 0.002 -0.099
C 0.789 -0.845 -5.520 -0.005 0.005 -0.004 0.096
N 0.763 -1.759 -7.807 0.000 0.007 0.003 -0.349
O 1.267 -1.744 -8.909 0.003 -0.004 -0.008 0.095
O -0.174 -2.449 -7.470 -0.006 -0.006 0.000 0.096
N 4.063 1.648 -6.521 -0.018 0.009 -0.010 -0.349
O 4.476 2.393 -5.659 0.009 0.000 0.004 0.095
O 4.501 1.563 -7.648 0.007 -0.003 0.004 0.095
H 2.848 1.481 -4.144 -0.002 -0.001 0.001 0.139
H 2.821 -0.083 -8.141 0.000 -0.001 0.001 0.136
H -0.047 -1.483 -5.275 0.001 0.000 0.000 0.140